Record 1
Below is 2 unconnected molecules or ions with the total composition C4H16N3, with properties calculated with ωB97M-V/def2-TZVPD.

Values from the calculation:
Molar mass, g mol⁻¹: 106.2
ΔE to the lowest compared entry with this formula, charge and spin, eV: 0.452
Total charge: +1
Highest occupied orbital energy, Eh: -0.4966

Each atom is followed by the atoms it is bonded to, with distances in Å.
CARTESIAN COORDINATES (ANGSTROEM)
1 C 2.047 -0.251 -0.382  N2 1.478, H5 1.087, H6 1.084, H7 1.088
2 N 0.826 -0.935 -0.857  C1 1.478, C3 1.501, H8 1.017
3 C 0.330 -0.358 -2.150  N2 1.501, N4 1.450, H9 1.088, H10 1.089
4 N -0.444 0.861 -2.020  C3 1.450, H11 1.015, H12 1.010
5 H 2.316 -0.629 0.602  C1 1.087
6 H 2.880 -0.413 -1.056  C1 1.084
7 H 1.872 0.821 -0.318  C1 1.088
8 H 1.076 -1.898 -1.068  N2 1.017
9 H -0.303 -1.133 -2.577  C3 1.088
10 H 1.190 -0.152 -2.787  C3 1.089
11 H -1.444 0.685 -1.998  N4 1.015
12 H -0.181 1.371 -1.189  N4 1.010
13 C -1.044 1.510 1.842  C14 1.518, H16 1.089, H17 1.085, H18 1.094
14 C -0.616 0.097 2.197  C13 1.518, N15 1.509, H19 1.090, H20 1.086
15 N -0.992 -0.900 1.129  C14 1.509, H21 1.012, H22 1.022, H23 1.215
16 H -0.882 2.141 2.714  C13 1.089
17 H -0.512 1.940 1.001  C13 1.085
18 H -2.120 1.518 1.645  C13 1.094
19 H 0.470 0.068 2.277  C14 1.090
20 H -1.017 -0.243 3.148  C14 1.086
21 H -1.945 -0.708 0.849  N15 1.012
22 H -0.958 -1.826 1.562  N15 1.022
23 H -0.230 -0.912 0.182  N15 1.215

Charges in e, computed with Mulliken, in the same order as the atoms: C -0.971; N -0.488; C -0.683; N -0.475; H 0.351; H 0.379; H 0.359; H 0.281; H 0.418; H 0.365; H 0.284; H 0.208; C -1.048; C -0.291; N -0.313; H 0.354; H 0.229; H 0.346; H 0.217; H 0.399; H 0.331; H 0.370; H 0.381



Record 2
Below is 2 unconnected molecules or ions with the total composition C4H16N6 in a non-equilibrium geometry, with properties calculated with ωB97M-V/def2-TZVPD.

Values from the calculation:
Molar mass, g mol⁻¹: 148.2
ΔE to the lowest compared entry with this formula, charge and spin, eV: 0.682
Total charge: +3
Highest occupied orbital energy (alpha / beta), Eh: -0.7880 / -0.7808
Spin multiplicity: 2
Expectation value of S²: 0.766

Each atom is followed by the atoms it is bonded to, with distances in Å.
CARTESIAN COORDINATES (ANGSTROEM)
1 C -1.987 -1.734 -0.510  N3 1.493, H11 1.090, H12 1.089, H13 1.084
2 C -1.192 -0.418 1.456  N3 1.321, N4 1.329, N5 1.350
3 N -2.089 -0.654 0.515  C1 1.493, C2 1.321, H6 1.012
4 N -0.307 -1.306 1.895  C2 1.329, H7 1.011, H8 1.014
5 N -1.169 0.799 2.039  C2 1.350, H9 1.011, H10 0.976
6 H -2.977 -0.179 0.405  N3 1.012
7 H -0.220 -2.263 1.581  N4 1.011
8 H 0.086 -1.270 2.830  N4 1.014
9 H -1.857 1.529 1.909  N5 1.011
10 H -0.534 0.885 2.775  N5 0.976
11 H -1.498 -1.276 -1.370  C1 1.090
12 H -3.034 -1.931 -0.735  C1 1.089
13 H -1.532 -2.655 -0.166  C1 1.084
14 C 1.628 1.985 0.401  N16 1.441, H24 1.086, H25 1.096, H26 1.096
15 C 1.377 0.396 -1.523  N16 1.366, N17 1.357, N18 1.319
16 N 1.952 0.801 -0.353  C14 1.441, C15 1.366, H19 1.022
17 N 0.126 0.785 -1.878  C15 1.357, H20 1.007, H21 1.021
18 N 1.826 -0.705 -2.094  C15 1.319, H22 1.022, H23 1.009
19 H 2.766 0.276 -0.026  N16 1.022
20 H -0.426 1.408 -1.312  N17 1.007
21 H 0.036 1.021 -2.868  N17 1.021
22 H 2.749 -1.106 -1.914  N18 1.022
23 H 1.331 -1.240 -2.792  N18 1.009
24 H 1.027 2.716 -0.131  C14 1.086
25 H 2.588 2.509 0.474  C14 1.096
26 H 1.330 1.627 1.393  C14 1.096

Charges in e, computed with Mulliken, in the same order as the atoms: C -0.805; C 0.835; N -0.253; N -0.398; N -0.407; H 0.296; H 0.189; H 0.266; H 0.220; H 0.235; H 0.232; H 0.332; H 0.361; C -0.788; C 0.731; N 0.003; N -0.351; N -0.259; H 0.337; H 0.237; H 0.302; H 0.259; H 0.292; H 0.457; H 0.388; H 0.289



Please write out number 1 again, unchanged.
Below is 2 unconnected molecules or ions with the total composition C4H16N3, with properties calculated with ωB97M-V/def2-TZVPD.

Values from the calculation:
Molar mass, g mol⁻¹: 106.2
ΔE to the lowest compared entry with this formula, charge and spin, eV: 0.452
Total charge: +1
Highest occupied orbital energy, Eh: -0.4966

Each atom is followed by the atoms it is bonded to, with distances in Å.
CARTESIAN COORDINATES (ANGSTROEM)
1 C 2.047 -0.251 -0.382  N2 1.478, H5 1.087, H6 1.084, H7 1.088
2 N 0.826 -0.935 -0.857  C1 1.478, C3 1.501, H8 1.017
3 C 0.330 -0.358 -2.150  N2 1.501, N4 1.450, H9 1.088, H10 1.089
4 N -0.444 0.861 -2.020  C3 1.450, H11 1.015, H12 1.010
5 H 2.316 -0.629 0.602  C1 1.087
6 H 2.880 -0.413 -1.056  C1 1.084
7 H 1.872 0.821 -0.318  C1 1.088
8 H 1.076 -1.898 -1.068  N2 1.017
9 H -0.303 -1.133 -2.577  C3 1.088
10 H 1.190 -0.152 -2.787  C3 1.089
11 H -1.444 0.685 -1.998  N4 1.015
12 H -0.181 1.371 -1.189  N4 1.010
13 C -1.044 1.510 1.842  C14 1.518, H16 1.089, H17 1.085, H18 1.094
14 C -0.616 0.097 2.197  C13 1.518, N15 1.509, H19 1.090, H20 1.086
15 N -0.992 -0.900 1.129  C14 1.509, H21 1.012, H22 1.022, H23 1.215
16 H -0.882 2.141 2.714  C13 1.089
17 H -0.512 1.940 1.001  C13 1.085
18 H -2.120 1.518 1.645  C13 1.094
19 H 0.470 0.068 2.277  C14 1.090
20 H -1.017 -0.243 3.148  C14 1.086
21 H -1.945 -0.708 0.849  N15 1.012
22 H -0.958 -1.826 1.562  N15 1.022
23 H -0.230 -0.912 0.182  N15 1.215

Charges in e, computed with Mulliken, in the same order as the atoms: C -0.971; N -0.488; C -0.683; N -0.475; H 0.351; H 0.379; H 0.359; H 0.281; H 0.418; H 0.365; H 0.284; H 0.208; C -1.048; C -0.291; N -0.313; H 0.354; H 0.229; H 0.346; H 0.217; H 0.399; H 0.331; H 0.370; H 0.381



- What is the molar mass in the first record?
  106.2 g mol⁻¹



- What is the formula in the first record?
  C4H16N3